Computed, not measured: C63H55BLiN11O16 as an isolated structure in a non-equilibrium geometry, with ωB97M-V/def2-TZVPD.

## Properties
total energy = -4272.149455 a.u.
strongest force on any atom = 1.765 eV/Å
lowest unoccupied orbital energy = -0.869 eV
net charge = 0
frontier orbital gap = 8.60 eV

```
147
Properties=species:S:1:pos:R:3:lowdin_charge:R:1
C 3.9119 2.5731 4.6356 -0.038
O -2.2516 1.1012 -0.1457 0.227
H -0.8534 -4.6916 4.8027 0.095
C -2.4117 4.3454 0.3579 -0.067
C -1.6067 -2.9002 -4.9330 -0.082
C 2.9884 -3.6006 -1.6587 -0.136
O 1.5162 0.1725 2.1197 0.134
H -3.0521 -3.6069 -3.4337 0.095
C 4.1130 -0.8409 3.6769 -0.079
H 4.7425 -1.4206 7.4137 0.117
C -1.3500 -2.8644 -6.2971 -0.128
C -7.2459 3.9500 -3.4706 -0.046
N 2.3871 -2.8663 -0.6888 0.076
C 6.3791 1.1520 -0.3535 -0.053
H 2.1133 2.8236 -2.9362 0.110
H -3.9766 -4.2816 -7.5131 0.099
N 6.9088 -0.6273 6.1206 -0.356
H 0.3667 -6.7719 4.1273 0.096
C 3.0331 4.7979 4.8560 -0.157
H 4.6220 1.8071 4.9135 0.095
C 5.5599 -0.8601 5.5681 -0.153
C 2.3287 -4.1443 -2.7275 -0.066
C 1.1134 1.4957 0.1333 -0.391
C 3.2501 -1.4922 5.8030 -0.052
H -1.8503 3.5382 0.8029 0.076
C 3.0184 -1.2012 4.4695 -0.060
H -5.4764 3.1899 -0.7222 0.099
H -0.1490 0.0764 5.4153 0.104
Li -6.5161 0.5560 -0.3125 0.684
C 2.5800 3.5294 2.8816 -0.059
H 0.1503 2.3484 4.5366 0.107
C 7.2183 0.0530 -0.2911 0.007
H -7.0298 -4.1050 -3.7780 0.111
H 3.1994 1.4906 2.8836 0.071
N -7.0326 2.0447 -1.4375 -0.030
H 2.0297 -1.2183 4.0351 0.071
C 1.9098 -4.5176 2.1911 -0.062
C 2.0932 -0.3692 -3.9692 0.020
H 3.4034 -0.4114 0.0332 0.083
C 0.2951 -3.1884 -1.8499 -0.053
C -8.1055 2.8638 -3.4306 -0.048
H -8.3860 -4.0866 -1.5861 0.110
O 2.8839 5.9085 6.8891 0.078
C -4.2673 5.8144 0.5060 -0.092
O -0.3741 -0.1263 0.8882 0.221
O 2.0702 2.2128 0.0336 0.121
O 2.3206 -2.4171 -5.7229 0.072
N 2.1298 -1.3417 -6.2316 -0.374
C 6.6712 -1.2066 -0.0070 -0.146
H 4.8468 -2.3319 0.4113 0.104
O 2.5858 7.0198 5.0886 0.075
H 1.3564 -2.4020 2.2146 0.081
O -1.0399 -0.4089 -1.4778 0.230
H 6.7697 2.1516 -0.4765 0.110
C 5.3093 -1.3851 0.1675 -0.013
H 1.8940 1.2811 -6.9151 0.119
H -5.6947 5.0111 -2.4489 0.098
H -5.1162 6.2670 1.0041 0.106
H 2.1470 -6.6575 2.5887 0.107
C -3.1069 0.5054 -0.9549 -0.341
C -3.2571 -4.0119 -6.7492 -0.159
N -2.1525 -3.4162 -7.2171 0.066
C 0.5859 -5.8031 3.7000 -0.073
O 7.6737 0.0215 5.4359 0.079
H -1.5321 3.2835 2.9886 0.093
C -2.7530 -3.5182 -4.4679 -0.088
C 1.2120 -3.3913 2.6391 -0.169
H 2.7458 -4.3708 1.5206 0.093
H -3.6813 4.4527 2.0787 0.104
H -4.5021 -4.6256 -5.1262 0.090
C 0.9476 -3.9461 -2.8092 -0.069
H -3.4085 1.7485 2.2541 0.093
C 4.5030 -1.2676 6.3696 -0.002
O -2.8480 -1.3473 -2.4729 0.151
C 4.4762 -0.3116 -0.0579 -0.084
H 0.4152 -4.3660 -3.6538 0.102
H -8.2762 -2.0062 -0.1998 0.109
N 7.5767 -2.3170 0.1955 -0.360
C 5.3684 -0.6618 4.2046 -0.015
C 3.2464 2.4326 3.4096 -0.046
C -6.2848 -2.1684 -3.4303 -0.044
H -8.8856 2.7086 -4.1607 0.109
H 1.9944 5.5597 3.1162 0.119
C -0.0104 -4.6239 4.1279 -0.138
C -0.6507 1.7357 4.1375 -0.073
H 2.0477 3.4578 1.9418 0.088
H 1.8333 3.1723 -5.3932 0.107
N 2.8295 5.9916 5.6778 -0.363
C -2.3194 -0.5234 -1.7847 -0.355
C -3.5115 4.8310 1.0771 -0.078
H 4.0446 -3.7558 -1.4722 0.103
C -6.3033 4.1198 -2.4568 -0.028
H -0.4516 -2.3132 -6.5486 0.091
C 2.0667 1.9781 -3.6118 -0.053
H -1.1500 4.5999 -1.2615 0.111
O 8.7653 -2.1262 0.0303 0.074
H -1.8878 -1.3911 4.3899 0.094
C 1.8899 1.0984 -5.8485 -0.009
C -7.9231 1.9300 -2.4180 -0.158
H 2.8304 -4.6322 -3.5507 0.109
C -7.0730 -3.2573 -3.1045 -0.045
C 2.0202 -0.1856 -5.3475 -0.145
H -7.2201 4.5770 -4.3536 0.115
N -6.9908 -1.0182 -1.4086 -0.025
C 5.0093 0.9328 -0.2993 -0.067
C 1.0745 -2.6937 -0.8224 -0.146
C -7.8206 -3.2340 -1.9308 -0.049
H 2.4467 -1.7385 6.4855 0.107
C 2.5138 4.7330 3.5796 -0.003
O 2.0327 -1.1549 -7.4171 0.088
C -7.7568 -2.1039 -1.1448 -0.131
C -0.7535 0.4441 4.5983 -0.062
O 7.1306 -3.3942 0.5466 0.071
H 2.3485 0.5081 -2.0364 0.087
C -3.5948 -4.1070 -5.4043 -0.085
C 3.7020 3.7080 5.3958 -0.003
H -5.6959 -0.2630 -2.8965 0.107
H 2.1656 -1.3945 -3.6219 0.100
H -5.7399 -2.0424 -4.3530 0.113
H 0.5983 -2.1339 -0.0262 0.092
B -0.9192 0.5100 -0.3196 -0.892
C 1.6078 -5.7304 2.7384 -0.077
C -1.6067 2.2393 3.2536 -0.068
H 3.9029 -0.6719 2.6272 0.083
C 1.8989 2.1755 -4.9811 -0.062
H 4.4062 1.8319 -0.3555 0.096
C -6.2499 3.1395 -1.4805 -0.127
C -2.6218 1.3747 2.9028 -0.175
C -1.7884 -0.3533 4.0977 -0.135
C -2.1105 4.9079 -0.8590 -0.134
O 0.0942 1.5204 -0.6901 0.222
O -4.2765 0.7787 -0.9756 0.091
N -2.8162 5.9081 -1.4198 0.069
C -6.2477 -1.1206 -2.5295 -0.151
H 8.2895 0.1893 -0.2954 0.117
H 4.2006 3.7665 6.3546 0.121
O 7.1353 -1.0687 7.2261 0.081
H -4.4745 7.1047 -1.1763 0.102
H -0.7726 -3.0334 -1.8879 0.094
H -0.9331 -2.3928 -4.2553 0.085
H 6.1620 -0.3701 3.5308 0.123
N -2.7366 0.0837 3.2590 0.075
C -3.8475 6.3593 -0.6996 -0.175
C 0.7972 0.4091 1.1971 -0.365
H -8.5185 1.0295 -2.5272 0.107
C 2.2139 0.7049 -3.0892 -0.040
N 0.2271 -3.4372 3.5125 0.066
```